Computed, not measured: 2 unconnected molecules or ions with the total composition C18H20NO4S, with ωB97M-V with the def2-TZVPD basis set.

Cartesian coordinates (Å):
C1 3.130 -2.786 4.364
C2 3.658 -1.359 4.150
C3 3.567 -0.603 5.479
C4 5.136 -1.449 3.740
C5 2.843 -0.677 3.036
C6 2.110 0.506 3.231
C7 1.332 1.044 2.225
C8 1.152 0.371 0.960
O1 0.239 0.698 0.121
C9 2.054 -0.736 0.738
C10 2.820 -1.257 1.755
H1 3.221 -3.387 3.453
H2 3.697 -3.280 5.162
H3 2.074 -2.762 4.658
H4 3.974 0.411 5.385
H5 2.530 -0.544 5.828
H6 4.152 -1.134 6.242
H7 5.553 -0.447 3.583
H8 5.713 -1.940 4.533
H9 5.262 -2.026 2.817
H10 2.146 1.020 4.195
H11 0.773 1.965 2.382
H12 2.048 -1.185 -0.253
H13 3.422 -2.150 1.560
C11 -4.968 3.179 -6.461
C12 -4.414 2.214 -5.452
C13 -5.272 1.513 -4.599
C14 -4.773 0.602 -3.666
C15 -3.391 0.407 -3.568
S1 -2.713 -0.813 -2.440
N1 -1.942 0.178 -1.153
C16 -1.608 -0.266 -0.037
O2 -1.580 -0.828 1.004
O3 -3.811 -1.531 -1.855
O4 -1.627 -1.478 -3.107
C17 -2.523 1.084 -4.425
C18 -3.037 1.991 -5.349
H14 -4.161 3.627 -7.045
H15 -5.654 2.678 -7.152
H16 -5.529 3.986 -5.978
H17 -6.348 1.683 -4.671
H18 -5.447 0.047 -3.016
H19 -1.452 0.903 -4.364
H20 -2.359 2.532 -6.010

Calculated values
- 2S+1: 1
- LUMO energy: 2.41 eV
- Total charge: -1
- Gap between HOMO and LUMO: 0.2092 hartree

***

Computed, not measured: a molecular structure, C35H78IN3O18PS8, with ωB97M-V with the def2-TZVPD basis set.

Cartesian coordinates (Å):
C1 -8.843 5.399 1.570
C2 -9.061 3.868 1.635
C3 -7.989 3.140 0.793
C4 -8.587 2.842 -0.584
N1 -7.603 2.375 -1.584
C5 -8.260 1.493 -2.571
C6 -8.012 0.010 -2.322
C7 -6.528 -0.402 -2.504
C8 -5.802 -0.321 -1.136
N2 -4.445 0.223 -1.295
I1 -3.394 -1.089 -2.513
C9 -3.812 0.433 0.020
C10 -2.327 0.749 -0.051
C11 -1.966 1.848 -1.054
N3 -0.505 1.852 -1.244
C12 -0.007 0.887 -2.227
C13 -0.492 1.044 -3.686
C14 0.017 3.169 -1.442
C15 -0.394 4.015 -2.631
O1 0.790 3.646 -0.628
P1 -4.746 1.828 0.834
S1 -3.684 3.221 1.728
C16 -3.958 -0.813 0.965
O2 -3.191 -1.779 0.733
O3 -4.858 -0.763 1.851
C17 -6.834 3.373 -2.169
S2 -5.642 3.008 -3.221
S3 -7.136 5.107 -1.791
C18 -5.795 5.718 -0.719
C19 -4.384 5.276 -1.064
C20 -3.855 5.854 -2.373
H1 -9.304 5.872 2.433
H2 -9.255 5.790 0.649
H3 -7.778 5.587 1.653
H4 -10.031 3.661 1.192
H5 -9.025 3.554 2.671
H6 -7.847 2.167 1.257
H7 -7.059 3.689 0.728
H8 -9.213 3.664 -0.930
H9 -9.255 2.000 -0.419
H10 -7.987 1.747 -3.588
H11 -9.343 1.629 -2.520
H12 -8.315 -0.225 -1.302
H13 -8.627 -0.553 -3.019
H14 -6.100 0.286 -3.223
H15 -6.551 -1.429 -2.849
H16 -6.420 0.326 -0.519
H17 -5.797 -1.338 -0.745
H18 -1.758 -0.153 -0.225
H19 -1.980 1.122 0.908
H20 -2.540 1.771 -1.983
H21 -2.218 2.812 -0.616
H22 -0.183 -0.120 -1.865
H23 1.076 1.011 -2.242
H24 0.289 1.415 -4.343
H25 -0.829 0.081 -4.051
H26 -1.334 1.721 -3.792
H27 0.217 3.695 -3.475
H28 -1.431 3.892 -2.927
H29 -0.122 5.043 -2.436
H30 -5.451 2.425 -0.231
H31 -5.717 1.339 1.708
H32 -5.827 6.799 -0.830
H33 -5.985 5.495 0.325
H34 -4.272 4.197 -1.093
H35 -3.728 5.616 -0.266
H36 -2.912 5.355 -2.589
H37 -3.617 6.912 -2.281
H38 -4.507 5.676 -3.220
O4 1.346 -5.211 3.873
S4 0.314 -5.685 2.995
O5 0.269 -5.278 1.629
O6 -1.093 -5.444 3.668
C21 -1.430 -4.101 4.115
C22 -1.840 -3.186 2.980
C23 0.282 -7.446 3.055
H39 -0.598 -3.688 4.688
H40 -2.265 -4.229 4.802
H41 -1.005 -2.966 2.316
H42 -2.213 -2.242 3.375
H43 -2.619 -3.639 2.374
H44 0.284 -7.764 4.094
H45 1.176 -7.804 2.548
H46 -0.608 -7.796 2.540
O7 7.447 -7.172 2.503
S5 6.431 -7.676 1.627
O8 6.394 -7.278 0.256
O9 5.015 -7.435 2.290
C24 4.675 -6.090 2.715
C25 4.288 -5.207 1.545
C26 6.412 -9.435 1.709
H47 5.497 -5.654 3.285
H48 3.828 -6.188 3.391
H49 5.142 -5.014 0.896
H50 3.910 -4.250 1.901
H51 3.520 -5.686 0.939
H52 6.406 -9.738 2.752
H53 7.312 -9.793 1.215
H54 5.529 -9.798 1.190
O10 12.761 -4.057 1.341
S6 12.842 -4.776 2.575
O11 13.711 -5.904 2.702
O12 11.379 -5.187 3.029
C27 10.550 -5.909 2.089
C28 10.941 -7.369 1.987
C29 13.171 -3.649 3.886
H55 10.578 -5.421 1.113
H56 9.533 -5.829 2.462
H57 11.925 -7.486 1.533
H58 10.216 -7.906 1.377
H59 10.983 -7.824 2.977
H60 12.486 -2.810 3.808
H61 14.199 -3.311 3.771
H62 13.050 -4.169 4.832
O13 -11.020 6.531 -1.213
S7 -10.667 7.218 -2.417
O14 -9.526 8.074 -2.467
O15 -11.943 8.027 -2.932
C30 -12.583 8.923 -2.005
C31 -11.815 10.219 -1.832
C32 -10.576 6.067 -3.743
H63 -12.737 8.422 -1.048
H64 -13.566 9.129 -2.426
H65 -10.861 10.050 -1.333
H66 -12.393 10.922 -1.231
H67 -11.601 10.671 -2.800
H68 -11.466 5.443 -3.730
H69 -9.684 5.464 -3.581
H70 -10.495 6.615 -4.678
O16 18.715 -2.385 0.174
S8 17.738 -1.344 0.251
O17 16.885 -1.230 1.392
O18 16.853 -1.371 -1.066
C33 16.221 -2.619 -1.434
C34 14.995 -2.913 -0.596
C35 18.511 0.211 -0.040
H71 16.947 -3.432 -1.380
H72 15.939 -2.506 -2.480
H73 15.262 -3.114 0.440
H74 14.469 -3.785 -0.982
H75 14.316 -2.061 -0.597
H76 19.130 0.134 -0.929
H77 19.122 0.436 0.831
H78 17.740 0.966 -0.163

Calculated values
- 2S+1: 1
- LUMO energy: 1.52 eV
- Total charge: -1
- Gap between HOMO and LUMO: 0.2444 hartree

***

Computed, not measured: C5H11N in the gas phase, with ωB97M-V with the def2-TZVPD basis set.

Cartesian coordinates (Å):
C1 1.196 -0.580 -1.583
N1 0.690 -0.432 -0.261
C2 0.650 0.957 0.216
C3 -0.379 0.919 1.330
C4 -1.444 0.040 0.686
C5 -0.534 -1.111 0.194
H1 0.653 -0.013 -2.361
H2 1.302 -1.639 -1.822
H3 2.217 -0.186 -1.642
H4 0.341 1.660 -0.567
H5 1.606 1.276 0.646
H6 -0.785 1.926 1.479
H7 0.006 0.477 2.243
H8 -2.313 -0.259 1.281
H9 -1.954 0.485 -0.171
H10 -0.281 -1.838 0.967
H11 -0.971 -1.681 -0.635

Calculated values
- 2S+1: 1
- LUMO energy: 1.18 eV
- Energy above the lowest of the compared OMol25 structures with the same formula, charge and spin: 15.7 kcal/mol
- Structure (SMILES): CN1CCCC1
- Gap between HOMO and LUMO: 0.3374 hartree

***

Computed, not measured: C4H2Cl2F2 in the gas phase, with ωB97M-V with the def2-TZVPD basis set.

Cartesian coordinates (Å):
F1 2.788 -0.962 -0.065
C1 1.817 -0.084 0.002
C2 0.552 -0.468 0.014
Cl1 0.277 -2.178 -0.010
C3 -0.512 0.560 0.066
F2 -0.054 1.841 -0.054
C4 -1.843 0.372 -0.045
Cl2 -2.644 -1.195 -0.028
H1 2.148 0.944 0.129
H2 -2.529 1.171 -0.010

Calculated values
- 2S+1: 1
- LUMO energy: 0.41 eV
- Energy above the lowest of the compared OMol25 structures with the same formula, charge and spin: 8.5 kcal/mol
- Structure (SMILES): F/C=C(Cl)/C(F)=C\Cl
- Gap between HOMO and LUMO: 0.3503 hartree

***

- gap between HOMO and LUMO of number 4 (C4H2Cl2F2)?
  0.3503 hartree

***

- Which formula does entry 3 have?
  C5H11N

***

- Look up the 2S+1 of the second one.
  1